No. 1
# C5H8O2

A structure of composition C5H8O2 in a non-equilibrium geometry (ωB97M-V/def2-TZVPD, the OMol25 dataset).

Geometry as XYZ:
```
15
Properties=species:S:1:pos:R:3:forces:R:3
O 2.549312 0.706255 0.691445 -0.047 0.255 0.123
C 1.691770 0.074713 -0.236078 -0.139 -0.192 -0.247
C 0.471911 -0.457259 0.469837 0.348 -0.093 -0.058
O -0.291423 0.632695 1.101307 -0.210 0.119 -0.029
C -1.461746 0.146831 0.500264 -0.255 -0.904 0.655
C -1.269877 0.237020 -1.241881 -0.639 0.369 0.671
C -0.775106 -0.846483 -0.305936 0.002 -0.339 0.251
H 2.041842 1.432670 1.078670 0.169 -0.069 -0.006
H 1.375958 0.752286 -1.039448 0.067 -0.093 0.126
H 2.250416 -0.756285 -0.679286 -0.071 0.078 0.049
H 0.739574 -1.192002 1.237198 -0.006 0.163 -0.023
H -2.390189 0.105918 1.047202 -0.078 0.104 -0.070
H -1.560408 1.144843 -0.556878 0.650 0.325 -1.333
H -2.207342 -0.127601 -1.679949 -0.046 0.206 0.209
H -1.164694 -1.853596 -0.386467 0.255 0.071 -0.319
```
Forces are in eV/Å.

**Relative energy (zero: lowest compared OMol25 entry of this formula, charge and spin)**: 495.1 kJ/mol
**Max |F|**: 0.030 Eh/bohr
**HOMO**: -8.4061 eV
**Gap between HOMO and LUMO**: 9.4 eV

Löwdin population analysis, charges in e, atoms 1 to 6: number 1, O, carries -0.05; number 2, C, carries -0.21; number 3, C, carries -0.24; number 4, O, carries -0.03; number 5, C, carries -0.25; number 6, C, carries 0.02

No. 2
# C19H17Cl2N2

The ion C19H17Cl2N2 with charge +1 in a non-equilibrium geometry (ωB97M-V/def2-TZVPD, the OMol25 dataset).

Geometry as XYZ:
```
40
Properties=species:S:1:pos:R:3:forces:R:3
Cl -6.557490 1.056608 1.652232 -0.559 0.346 0.054
C -5.096570 0.403313 2.233839 1.223 -0.688 -0.815
C -5.000968 -0.984523 2.413607 -0.146 0.433 0.438
C -3.783380 -1.532831 2.744125 -0.221 0.027 -0.127
C -2.639778 -0.751722 2.758693 0.123 -0.744 0.535
C -1.408138 -1.598864 3.041478 1.163 1.992 -0.389
C -0.101645 -0.809760 2.738881 0.666 -0.779 -0.478
C 1.120145 -1.402198 2.682517 -2.425 0.287 0.644
C 2.350374 -0.724076 2.360142 1.057 0.371 0.237
C 3.519740 -1.498851 2.249321 -0.397 0.298 -0.252
C 4.751527 -0.901112 2.046174 -0.014 0.675 -0.192
C 4.829754 0.504196 1.972380 -0.849 -0.762 0.350
Cl 6.354831 1.254430 1.797181 0.318 0.174 -0.124
C 3.675397 1.292329 2.084677 -0.155 -0.384 -0.130
C 2.436992 0.682258 2.279674 0.569 -0.530 -0.363
C -2.713699 0.633015 2.609540 0.143 -0.133 0.403
C -3.948191 1.204012 2.301702 -0.286 -0.415 0.378
H -5.851817 -1.635220 2.315817 -0.363 0.131 0.020
H -3.690311 -2.585922 3.042231 -0.263 0.381 -0.605
H -1.383683 -2.461392 2.416507 -0.296 -0.735 -0.390
H -0.167280 0.217246 2.354353 -0.363 -0.581 0.413
H 1.144971 -2.444315 3.011069 0.386 0.064 -0.277
H 3.416594 -2.585778 2.259993 0.191 0.291 0.133
H 5.644354 -1.501251 1.910770 -0.054 0.123 0.101
H 3.742941 2.371384 1.989696 0.070 -0.153 0.080
H 1.536537 1.289995 2.315556 0.267 -0.017 0.150
H -1.851818 1.280230 2.847343 -0.516 -0.387 -0.617
H -4.027375 2.262624 2.115997 -0.054 0.134 0.077
C -2.109200 -3.775046 7.718289 -0.695 -1.045 0.185
C -1.830977 -3.001450 6.476331 0.233 0.382 0.040
C -2.136513 -3.136291 5.153474 0.571 0.147 -0.366
N -1.445371 -2.078056 4.446065 -0.712 -0.479 1.891
C -0.880535 -1.308937 5.366244 -0.399 -1.718 -0.132
N -1.057817 -1.870551 6.566213 0.395 1.254 -0.903
H -2.690569 -4.671536 7.460380 0.153 0.246 0.030
H -1.202333 -4.153060 8.220269 -0.178 0.383 -0.361
H -2.718578 -3.241402 8.468065 0.346 0.099 -0.463
H -2.757383 -3.949232 4.757618 0.572 0.744 -0.344
H -0.329947 -0.457219 5.055628 0.467 0.617 0.440
H -0.641509 -1.461212 7.373997 0.030 -0.050 0.730
```
Forces are in eV/Å.

**Relative energy (zero: lowest compared OMol25 entry of this formula, charge and spin)**: 0.0 kJ/mol
**Max |F|**: 0.049 Eh/bohr
**Charge**: +1
**HOMO**: -11.1241 eV
**Gap between HOMO and LUMO**: 8.3 eV

Löwdin population analysis, charges in e, atoms 1 to 6: number 1, Cl, carries 0.73; number 2, C, carries -0.67; number 3, C, carries -0.08; number 4, C, carries -0.04; number 5, C, carries -0.19; number 6, C, carries -0.19

No. 3
# C33H27O3

The ion C33H27O3 with charge -1 in a non-equilibrium geometry (ωB97M-V/def2-TZVPD, the OMol25 dataset).

Geometry as XYZ:
```
63
Properties=species:S:1:pos:R:3:forces:R:3
C 3.180274 -0.697626 -6.933125 0.027 -0.047 -0.211
C 2.410504 -0.592641 -5.617883 -0.598 -0.018 -0.028
C 1.601880 0.518001 -5.325026 0.493 0.459 0.223
C 0.993739 0.698942 -4.078504 -0.714 -0.715 -0.096
C 0.926746 -0.405778 -3.188575 0.387 0.569 -0.244
O -0.057342 -0.510938 -2.254301 1.094 0.983 1.804
C 1.881355 -1.427074 -3.379556 -1.118 0.135 -0.038
C 2.487957 -1.570407 -4.621516 0.723 0.319 -0.043
H 3.766664 -1.627661 -6.989853 -0.196 0.241 0.193
H 2.542927 -0.693942 -7.837333 0.032 0.072 0.489
H 3.901142 0.135392 -7.064387 -0.404 -0.352 0.220
H 1.437849 1.274501 -6.093925 0.323 0.048 0.216
H 0.477144 1.639437 -3.810568 -0.029 -0.772 -0.446
H 2.059958 -2.122889 -2.562144 -0.327 -0.186 -0.342
H 3.058792 -2.470044 -4.813543 0.300 0.037 0.065
C 6.199297 -0.314711 1.438675 -0.385 0.580 -0.636
O 5.609600 0.618256 0.491571 0.553 -0.784 0.522
C 4.329633 0.415314 0.085480 -1.290 -0.002 0.004
C 3.784181 1.397014 -0.784459 0.832 -0.563 0.437
C 2.448614 1.362842 -1.109730 -0.251 -0.087 0.488
C 1.615827 0.393573 -0.541708 -0.375 -0.650 -0.532
C 0.168967 0.430281 -0.877959 -1.022 -0.005 -1.061
C -0.851583 0.080958 0.186951 0.498 -0.279 -0.401
C -2.212472 0.188650 -0.148613 -0.219 0.366 0.381
C -3.185711 0.419812 0.816173 0.481 -0.086 0.943
C -4.612991 0.532603 0.463149 -0.840 -0.025 -0.470
C -5.063372 0.046446 -0.790521 -0.340 0.157 0.244
C -6.412455 0.078401 -1.154151 -0.023 0.178 0.421
C -7.381226 0.565966 -0.256737 0.239 -0.018 0.153
C -6.966318 1.059048 0.994827 0.198 -0.264 -0.983
C -5.607139 1.073601 1.318928 -0.067 -0.098 0.238
C -2.758377 0.618480 2.238950 0.509 0.772 -0.361
O -3.422016 1.317990 3.053118 0.149 -0.941 -0.567
C -1.422401 0.085644 2.588246 -0.840 0.141 -0.555
C -1.045037 -0.130311 4.001113 0.838 -0.248 0.587
C 0.133062 -0.864485 4.323587 -0.076 0.007 0.352
C 0.506144 -1.125104 5.650618 -0.408 0.211 -0.009
C -0.305150 -0.690602 6.718234 0.035 -0.014 -0.299
C -1.463124 0.047820 6.428725 0.939 -0.390 -0.286
C -1.788097 0.348522 5.105889 -0.215 -0.137 -0.001
C -0.516081 -0.098131 1.545895 -0.082 0.326 -0.218
C 2.163152 -0.676529 0.169311 0.324 0.311 0.018
C 3.510062 -0.656453 0.526108 0.684 0.592 -0.293
H 7.204994 0.078495 1.584137 -0.079 -0.152 0.074
H 5.658645 -0.318459 2.398291 0.051 0.024 -0.357
H 6.254555 -1.335448 1.027952 -0.091 0.332 0.077
H 4.430491 2.173763 -1.184489 0.007 -0.147 0.151
H 2.011922 2.104301 -1.785360 0.227 -0.188 0.351
H -0.097281 1.446380 -1.284952 0.324 -1.040 0.165
H -2.481142 0.141563 -1.209740 0.136 0.214 0.389
H -4.346098 -0.381507 -1.490142 -0.237 0.063 0.182
H -6.706511 -0.291714 -2.142416 0.053 0.098 0.397
H -8.444252 0.546133 -0.523652 0.425 0.047 0.067
H -7.699227 1.457442 1.703535 0.279 -0.155 -0.247
H -5.317478 1.482331 2.284430 0.122 -0.182 -0.366
H 0.781679 -1.260740 3.531019 -0.394 0.180 0.322
H 1.432186 -1.683392 5.855263 -0.494 0.248 -0.116
H -0.033317 -0.928813 7.754084 -0.092 0.124 -0.438
H -2.090385 0.415214 7.237906 0.061 -0.050 -0.155
H -2.666349 0.947405 4.914511 0.081 -0.071 -0.125
H 0.523342 -0.302245 1.785842 -0.274 0.235 0.110
H 1.535569 -1.517619 0.476811 0.186 0.381 -0.135
H 3.924077 -1.445260 1.155542 -0.130 0.215 -0.223
```
Forces are in eV/Å.

**Max |F|**: 0.045 Eh/bohr
**Charge**: -1
**HOMO**: -3.4868 eV
**Gap between HOMO and LUMO**: 5.9 eV

Löwdin population analysis, charges in e, atoms 1 to 6: number 1, C, carries -0.07; number 2, C, carries -0.29; number 3, C, carries -0.06; number 4, C, carries -0.02; number 5, C, carries -0.34; number 6, O, carries -0.05

No. 4
# C2H5IN2

A cluster of 2 separate species, C2H5IN2 in total in a non-equilibrium geometry (ωB97M-V/def2-TZVPD, the OMol25 dataset).

Geometry as XYZ:
```
10
Properties=species:S:1:pos:R:3:forces:R:3
C -0.292277 0.793017 -0.513146 -0.280 0.369 -0.306
C 0.657421 -0.342161 -0.211812 5.113 -0.316 0.712
N -1.126189 0.279520 0.599893 -0.773 -0.174 0.275
N -0.033414 -0.607061 0.964917 -0.261 0.038 0.693
I 0.829762 -1.880192 -1.750352 -0.198 0.169 0.211
H 0.085302 1.806727 -0.387427 0.148 -0.087 0.072
H -0.814321 0.709214 -1.466549 0.178 0.041 0.008
H 2.234193 -0.169799 0.155574 -4.057 -0.042 -1.218
H -1.274072 0.957922 1.345773 0.292 -0.070 -0.132
H -0.266406 -1.547188 1.263130 -0.162 0.072 -0.315
```
Forces are in eV/Å.

**Relative energy (zero: lowest compared OMol25 entry of this formula, charge and spin)**: 259.1 kJ/mol
**Max |F|**: 0.101 Eh/bohr
**HOMO**: -8.2775 eV
**Gap between HOMO and LUMO**: 8.6 eV

Löwdin population analysis, charges in e, atoms 1 to 6: number 1, C, carries -0.25; number 2, C, carries -0.82; number 3, N, carries -0.04; number 4, N, carries -0.10; number 5, I, carries 0.65; number 6, H, carries 0.11